{
  "formula": "C44H132O22",
  "method": "the ωB97M-V functional and the def2-TZVPD basis",
  "de_lowest_ev": 3.852,
  "e_homo_ev": -9.559,
  "homo_lumo_gap_ha": 0.353,
  "total_energy_ev": -92804.351,
  "lumo_energy_ev": 0.050,
  "multiplicity": 1,
  "symbols": ["C", "C", "O", "H", "H", "H", "H", "H", "H", "C", "C", "O", "H", "H", "H", "H", "H", "H", "C", "C", "O", "H", "H", "H", "H", "H", "H", "C", "C", "O", "H", "H", "H", "H", "H", "H", "C", "C", "O", "H", "H", "H", "H", "H", "H", "C", "C", "O", "H", "H", "H", "H", "H", "H", "C", "C", "O", "H", "H", "H", "H", "H", "H", "C", "C", "O", "H", "H", "H", "H", "H", "H", "C", "C", "O", "H", "H", "H", "H", "H", "H", "C", "C", "O", "H", "H", "H", "H", "H", "H", "C", "C", "O", "H", "H", "H", "H", "H", "H", "C", "C", "O", "H", "H", "H", "H", "H", "H", "C", "C", "O", "H", "H", "H", "H", "H", "H", "C", "C", "O", "H", "H", "H", "H", "H", "H", "C", "C", "O", "H", "H", "H", "H", "H", "H", "C", "C", "O", "H", "H", "H", "H", "H", "H", "C", "C", "O", "H", "H", "H", "H", "H", "H", "C", "C", "O", "H", "H", "H", "H", "H", "H", "C", "C", "O", "H", "H", "H", "H", "H", "H", "C", "C", "O", "H", "H", "H", "H", "H", "H", "C", "C", "O", "H", "H", "H", "H", "H", "H", "C", "C", "O", "H", "H", "H", "H", "H", "H"],
  "coordinates": [[5.5401, -1.8913, -1.9410], [4.2571, -1.4140, -1.3277], [4.1449, -2.0889, -0.0843], [6.4166, -1.5483, -1.3912], [5.6811, -1.5246, -2.9578], [5.5447, -2.9806, -1.9771], [3.4205, -1.7875, -1.9182], [4.1603, -0.3408, -1.1639], [3.8040, -2.9205, -0.4216], [2.3783, 3.3880, 0.1131], [2.3940, 2.8472, -1.3298], [2.2452, 1.4467, -1.4672], [1.3573, 3.2832, 0.4801], [2.4316, 4.4758, 0.1585], [3.1413, 2.8489, 0.6746], [3.2792, 3.2326, -1.8358], [1.5664, 3.2895, -1.8843], [2.4983, 1.1167, -2.3324], [6.6943, 2.7112, -3.0782], [6.3093, 1.7684, -1.9729], [7.2468, 2.1122, -0.9734], [7.6119, 2.3838, -3.5669], [6.8343, 3.7204, -2.6908], [5.7822, 2.8507, -3.6585], [6.4363, 0.7306, -2.2811], [5.3258, 1.9315, -1.5322], [6.9543, 2.8852, -0.4852], [-3.3535, 6.5830, 0.4814], [-1.9318, 7.0252, 0.8103], [-1.1847, 5.8624, 0.9630], [-3.2293, 6.0298, -0.4496], [-4.0889, 7.3422, 0.2149], [-3.6749, 5.8935, 1.2620], [-2.0057, 7.6369, 1.7094], [-1.5361, 7.6529, 0.0119], [-1.6040, 5.1952, 1.5112], [-1.3420, -2.3714, -7.2531], [-1.0521, -1.9554, -5.7802], [-0.0746, -2.8150, -5.2401], [-0.6339, -1.9699, -7.9781], [-2.2916, -1.8822, -7.4700], [-1.4922, -3.4421, -7.3912], [-2.0335, -1.9472, -5.3060], [-0.6715, -0.9341, -5.7698], [-0.5901, -3.0411, -4.4625], [-6.6269, 1.1895, 4.4148], [-7.2781, 2.0350, 3.3160], [-8.6749, 2.1197, 3.4478], [-7.1798, 0.2706, 4.6095], [-6.4546, 1.6345, 5.3948], [-5.7114, 0.8161, 3.9559], [-6.8995, 1.5753, 2.4031], [-6.8924, 3.0543, 3.3348], [-8.9821, 1.2438, 3.2029], [2.7798, 2.5992, 4.8072], [2.9042, 1.1478, 5.1357], [2.1859, 0.9061, 6.3246], [1.7102, 2.8088, 4.8071], [3.0243, 2.8946, 3.7869], [3.2805, 3.2833, 5.4924], [3.9452, 0.9121, 5.3567], [2.5246, 0.4866, 4.3567], [2.4371, 0.0440, 6.6640], [-1.0486, -0.3495, 1.4107], [0.0467, -0.0346, 0.3655], [0.0227, 1.3673, 0.0367], [-2.0291, -0.1083, 1.0001], [-0.9256, 0.2047, 2.3412], [-1.0749, -1.4128, 1.6488], [-0.0343, -0.6634, -0.5211], [1.0080, -0.2213, 0.8442], [0.7776, 1.4418, -0.5517], [-0.5550, -5.0855, 1.7772], [-1.4428, -6.3213, 2.2436], [-1.7646, -6.0477, 3.6062], [-0.9263, -4.0945, 2.0384], [-0.2889, -5.1630, 0.7231], [0.4863, -5.0888, 2.0994], [-1.0256, -7.2887, 1.9641], [-2.4034, -6.4690, 1.7500], [-2.2226, -6.7812, 4.0233], [-6.8892, -2.7161, 2.9752], [-5.3972, -2.3384, 2.9139], [-5.1243, -1.6858, 4.1240], [-7.5165, -1.8298, 3.0704], [-7.1227, -3.3143, 3.8560], [-7.2150, -3.2849, 2.1044], [-5.3525, -1.6861, 2.0418], [-4.8536, -3.2727, 2.7739], [-5.0421, -2.2231, 4.9153], [4.2277, 1.0406, -5.9475], [2.9349, 0.9028, -5.2050], [3.1998, 0.4034, -3.8827], [4.1564, 1.2615, -7.0125], [4.6871, 0.0545, -5.8804], [4.9669, 1.7670, -5.6099], [2.2360, 0.2120, -5.6766], [2.4626, 1.8830, -5.2706], [3.2649, -0.5489, -3.9852], [-2.7371, 4.0341, -6.6647], [-1.6965, 3.0719, -6.0933], [-0.8139, 3.5872, -5.2004], [-3.3118, 4.5496, -5.8953], [-3.4992, 3.4395, -7.1685], [-2.3905, 4.6994, -7.4556], [-1.2321, 2.5418, -6.9248], [-2.2977, 2.3076, -5.6008], [-1.2186, 3.5497, -4.3306], [-3.4545, -5.2417, 6.7596], [-3.7656, -4.2176, 5.6336], [-4.5414, -3.2878, 6.2243], [-4.4512, -5.5262, 7.0968], [-2.8685, -4.7753, 7.5515], [-2.8788, -6.0761, 6.3591], [-4.3302, -4.5344, 4.7566], [-2.7982, -3.8966, 5.2476], [-3.9199, -2.7966, 6.7665], [3.2439, -4.2866, -5.8409], [3.2805, -2.7737, -5.6633], [2.5732, -2.6376, -4.4461], [3.6482, -4.8942, -5.0312], [3.5027, -4.6649, -6.8298], [2.2076, -4.6227, -5.8052], [2.7622, -2.3793, -6.5374], [4.2448, -2.3063, -5.4639], [1.6245, -2.5905, -4.5846], [6.4211, -3.2371, 3.8849], [4.9125, -3.1896, 4.2465], [4.5885, -1.8060, 4.4688], [6.9839, -2.9619, 4.7769], [6.7032, -2.5175, 3.1164], [6.7659, -4.2045, 3.5197], [4.6141, -3.7770, 5.1149], [4.2728, -3.5599, 3.4454], [4.5194, -1.3486, 3.6276], [-1.5456, -0.4236, 5.0594], [-1.3880, -1.3368, 6.3097], [-2.5304, -1.4228, 7.1604], [-0.5704, 0.0409, 4.9139], [-2.3140, 0.3449, 5.1432], [-1.8908, -1.0340, 4.2249], [-0.5742, -0.9937, 6.9485], [-1.1630, -2.3483, 5.9716], [-2.4629, -0.5932, 7.6387], [-4.1220, 2.9928, 2.9174], [-2.5742, 2.9674, 2.6751], [-2.0462, 4.1630, 2.9520], [-4.4355, 2.8448, 3.9508], [-4.6018, 2.2186, 2.3187], [-4.5570, 3.9307, 2.5720], [-2.3231, 2.5691, 1.6921], [-2.1270, 2.3355, 3.4424], [-2.2342, 4.2663, 3.8878], [5.6380, 1.5690, 2.4836], [4.9397, 0.6803, 1.4577], [5.3260, -0.5979, 1.7544], [5.3305, 2.6146, 2.4720], [6.7015, 1.4410, 2.2818], [5.5636, 1.1859, 3.5013], [5.1251, 0.9700, 0.4234], [3.8747, 0.8983, 1.3773], [4.9176, -1.2723, 1.2068], [-1.2328, 0.4469, -2.8059], [-2.2111, 1.6660, -2.6858], [-1.3439, 2.7941, -2.8025], [-1.7238, -0.4179, -2.3597], [-0.2456, 0.6004, -2.3701], [-0.9434, 0.3090, -3.8477], [-2.7471, 1.6477, -1.7369], [-2.9535, 1.7424, -3.4802], [-0.6769, 2.7041, -2.1179], [1.5734, 6.9170, -2.1742], [1.9839, 5.8526, -3.2088], [1.9261, 6.3634, -4.5562], [2.3570, 7.6346, -1.9311], [1.3384, 6.4780, -1.2046], [0.6563, 7.4627, -2.3963], [1.2846, 5.0168, -3.2316], [3.0043, 5.5760, -2.9434], [1.8856, 5.5893, -5.1225], [-4.1644, -2.2699, -0.6634], [-4.7990, -3.3733, -1.4268], [-4.3654, -3.1950, -2.7748], [-3.0999, -2.3067, -0.8948], [-4.0362, -2.4827, 0.3979], [-4.5161, -1.2605, -0.8768], [-5.8742, -3.2107, -1.5012], [-4.4579, -4.2560, -0.8859], [-4.8903, -2.5643, -3.2731], [0.3605, -4.2041, -1.8815], [-1.1004, -4.0507, -1.8249], [-1.5804, -3.3887, -3.0358], [0.8417, -3.2439, -2.0676], [0.6981, -4.9535, -2.5975], [0.8319, -4.4320, -0.9255], [-1.3740, -3.3745, -1.0150], [-1.4788, -5.0549, -1.6339], [-2.5263, -3.3620, -2.8740]],
  "lowdin_charge": [-0.068, -0.293, -0.090, 0.084, 0.069, 0.083, 0.102, 0.092, 0.097, -0.034, -0.290, -0.096, 0.066, 0.077, 0.060, 0.100, 0.088, 0.047, -0.079, -0.313, -0.092, 0.088, 0.077, 0.056, 0.101, 0.088, 0.085, -0.084, -0.337, -0.085, 0.072, 0.072, 0.056, 0.102, 0.108, 0.027, -0.070, -0.302, -0.093, 0.066, 0.063, 0.075, 0.107, 0.097, 0.031, -0.096, -0.339, -0.061, 0.064, 0.077, 0.042, 0.100, 0.101, 0.078, -0.081, -0.348, -0.084, 0.071, 0.061, 0.083, 0.102, 0.109, 0.081, -0.066, -0.272, -0.107, 0.065, 0.051, 0.058, 0.090, 0.109, -0.006, -0.051, -0.269, -0.096, 0.062, 0.030, 0.069, 0.102, 0.095, 0.077, -0.084, -0.316, -0.091, 0.060, 0.073, 0.065, 0.093, 0.097, 0.034, -0.080, -0.272, -0.094, 0.081, 0.063, 0.064, 0.109, 0.115, 0.046, -0.084, -0.376, -0.066, 0.073, 0.064, 0.069, 0.110, 0.090, 0.033, -0.047, -0.360, -0.077, 0.078, 0.079, 0.058, 0.113, 0.100, 0.067, -0.088, -0.289, -0.126, 0.075, 0.070, 0.067, 0.115, 0.103, 0.036, -0.078, -0.281, -0.112, 0.069, 0.060, 0.063, 0.104, 0.095, 0.040, -0.061, -0.274, -0.088, 0.064, 0.069, 0.057, 0.105, 0.103, 0.093, -0.058, -0.326, -0.064, 0.067, 0.063, 0.068, 0.115, 0.101, 0.118, -0.057, -0.353, -0.064, 0.070, 0.077, 0.065, 0.078, 0.093, 0.041, -0.041, -0.230, -0.104, 0.063, 0.053, 0.060, 0.103, 0.104, 0.073, -0.073, -0.293, -0.086, 0.071, 0.055, 0.072, 0.091, 0.099, 0.068, -0.096, -0.274, -0.092, 0.045, 0.061, 0.091, 0.119, 0.124, 0.104, -0.090, -0.285, -0.093, 0.075, 0.094, 0.064, 0.096, 0.121, 0.031]
}